Entry 1:
Formula: C5H7N3O3
Source: the Open Molecules 2025 dataset
Level of theory: ωB97M-V/def2-TZVPD

Structure (XYZ):
```
18
Properties=species:S:1:pos:R:3:mulliken_charge:R:1
C -1.07692 -0.65655 0.37996 -0.334
C -1.65737 0.24151 -0.65903 0.197
C 0.38916 -0.25213 0.11129 0.493
C 1.61519 -1.05083 -0.19783 -0.889
C 2.54347 -0.00942 -0.37175 -0.276
H -1.22449 -1.38796 2.56913 0.327
H -0.99983 0.89844 1.69330 0.424
H -1.12453 -1.66959 0.36246 0.553
H -0.65874 -0.84845 -1.97858 0.441
H 1.57342 -2.12841 -0.08937 0.382
H 3.61471 -0.14269 -0.72517 0.385
H -0.81279 1.87100 -0.74067 0.505
N -1.46707 -0.25110 1.61301 -0.656
N 2.15300 1.20644 -0.12949 -1.058
N 0.85058 0.98132 0.07230 1.042
O -1.37272 -0.07482 -1.93431 -0.463
O -2.51974 1.07490 -0.31885 -0.481
O 0.17465 2.19833 0.34360 -0.592
```

E: -584.3686 a.u.
relative energy (zero: lowest compared OMol25 entry of this formula, charge and spin): 9.963 eV
LUMO level: -0.636 eV


Entry 2:
Formula: C5H7N4S
Source: the Open Molecules 2025 dataset
Level of theory: ωB97M-V/def2-TZVPD

Structure (XYZ):
```
17
Properties=species:S:1:pos:R:3:mulliken_charge:R:1
C -0.94784 1.63443 -0.76780 0.477
C -0.01844 -2.16307 0.62914 -0.645
C 0.73177 -1.84944 -0.68887 -0.495
C 0.85926 -0.94742 0.23571 0.426
C 1.57163 0.19367 0.86062 -1.010
N -1.91868 0.65536 0.79519 -0.281
N -1.27733 2.60359 0.12144 -0.337
N -1.85783 1.89008 1.09008 -0.491
N -1.37227 0.41811 -0.35202 -0.166
S -0.25633 1.75384 -2.37984 -0.319
H -1.10141 -1.86468 0.78784 0.229
H 0.44298 -2.81279 1.26381 0.301
H 0.93655 -2.14690 -1.69821 0.368
H -1.13488 0.88085 -2.90130 0.114
H 2.49323 -0.02636 1.39600 0.351
H 0.86861 0.73029 1.44689 0.279
H 1.98097 1.05043 0.16131 0.197
```

charge: -1
E: -811.8402 a.u.
relative energy (zero: lowest compared OMol25 entry of this formula, charge and spin): 1.511 eV
LUMO level: 3.232 eV


Entry 3:
Formula: C5H7N5O
Source: the Open Molecules 2025 dataset
Level of theory: ωB97M-V/def2-TZVPD

Structure (XYZ):
```
18
Properties=species:S:1:pos:R:3:mulliken_charge:R:1
C 2.98926 0.45184 0.08289 -0.783
C 0.78536 -0.77788 -0.06566 0.120
C -1.04869 -2.17265 -0.00509 -0.046
C -1.48817 0.08893 0.00647 0.398
C -0.03511 0.35092 0.02612 0.770
H 2.70659 1.12102 -0.74633 0.284
H 3.95902 -0.01633 -0.09176 0.356
H 2.87066 0.87987 1.09365 0.260
H 2.57484 -1.60907 0.12691 0.302
H -1.54419 -3.24096 -0.02724 0.296
H -1.98312 2.03670 0.14665 0.280
H -3.32246 1.03036 0.04093 0.217
N 2.11647 -0.71288 -0.08699 -0.204
N 0.25880 -2.05125 0.01060 -0.643
N -1.95722 -1.20945 0.04582 -0.655
N -2.35330 1.08879 -0.01751 -0.305
N 0.48175 1.63685 -0.06902 -0.030
O -0.28785 2.61086 0.00106 -0.618
```

SMILES: CNc1ncnc(N)c1N=O
E: -543.6921 a.u.
relative energy (zero: lowest compared OMol25 entry of this formula, charge and spin): 1.123 eV
LUMO level: -0.397 eV


Computed values of Kohn-Sham gap (unit: eV) for the preceding records, in sequence: 8.56 7.81 8.39.